Here is C25H45N2P3Se2Y as an isolated structure from OMol25. Energies are from ωB97M-V with the def2-TZVPD basis set.

Results
HOMO energy ... -15.5 eV
Net charge ... +3

Element x y z (Å)
Y: -0.28781 -0.15527 -1.36611
P: 0.37641 0.67612 1.55954
P: 2.38218 0.36344 -1.22932
P: -2.19448 -1.21135 0.21075
H: 0.12436 -1.77772 -5.20292
C: -0.70563 -1.79249 -4.48290
C: -0.65827 -0.88638 -3.43803
H: 0.32623 -0.29565 -3.41713
C: 1.06433 -0.69766 2.56820
C: 1.62501 1.93913 2.00947
C: -0.86699 1.26930 2.76235
C: 2.97178 -0.31576 -2.82261
C: 3.08155 2.05497 -1.31510
C: 3.58500 -0.42097 -0.09514
C: -2.92249 -2.26457 -1.09763
C: -3.59621 -0.16120 0.69592
C: -2.07499 -2.35253 1.61657
H: -1.61256 -2.37679 -4.72948
H: -1.60372 -0.44040 -2.99317
H: 1.32040 -0.32510 3.56968
H: 1.96829 -1.09959 2.09900
H: 0.32830 -1.50045 2.66998
H: 1.89472 1.82013 3.06710
H: 1.23690 2.95401 1.86988
H: 2.52853 1.82411 1.40876
H: -0.46486 1.13848 3.77531
H: -1.79594 0.70159 2.67569
H: -1.08718 2.33177 2.61407
H: 4.03255 -0.05070 -2.91257
H: 2.41636 0.09842 -3.67259
H: 2.85380 -1.40571 -2.82920
H: 4.15108 1.94424 -1.55212
H: 2.97048 2.60072 -0.36956
H: 2.57732 2.62177 -2.11219
H: 4.57561 -0.28199 -0.55322
H: 3.36324 -1.49403 -0.00391
H: 3.58235 0.03723 0.89970
H: -3.80786 -2.71261 -0.62025
H: -2.19780 -3.03416 -1.40613
H: -3.19520 -1.68105 -1.99211
H: -4.51269 -0.73724 0.52710
H: -3.61342 0.76605 0.09787
H: -3.50304 0.11809 1.75021
H: -3.00716 -2.93769 1.60516
H: -1.98593 -1.78477 2.55393
H: -1.19612 -3.00832 1.51986
C: 1.26547 -5.40541 -1.16037
C: 1.07578 -4.72090 -2.37170
C: 0.63509 -5.38578 -3.51351
C: 0.41755 -6.76122 -3.48391
C: 0.54926 -7.45515 -2.27411
C: 0.96522 -6.78561 -1.11307
Se: 1.96633 -4.35129 0.26694
H: 0.79437 -4.45979 1.17694
H: 1.28786 -3.65941 -2.42656
H: 0.46746 -4.81582 -4.42969
H: 0.10491 -7.29816 -4.37556
H: 0.30927 -8.52167 -2.23321
H: 1.06631 -7.30968 -0.15548
C: -3.39042 3.66286 1.32916
N: -2.01620 4.02658 0.99885
C: -1.26029 3.51110 -0.01682
Se: -1.76459 2.24163 -1.29489
N: -0.06530 4.16276 0.03934
C: -0.04020 5.07533 1.10224
C: 1.06669 5.58110 1.74985
C: 0.88193 6.03696 3.06236
C: -0.35841 5.92557 3.70443
C: -1.46251 5.36795 3.04444
C: -1.27184 4.97470 1.72653
H: -3.99552 3.62672 0.40837
H: -3.75898 4.43807 2.00835
H: -3.46040 2.69354 1.85785
H: 0.67629 4.00782 -0.63102
H: 2.03155 5.58098 1.23664
H: 1.72351 6.47373 3.60544
H: -0.45724 6.27602 4.73390
H: -2.42936 5.20906 3.51554


Here is a 9-piece molecular cluster, C22H65N3O13 overall from OMol25. Energies are from ωB97M-V with the def2-TZVPD basis set.

Results
Structure (SMILES) ... COC[C@H](C)N.COC[C@H](C)N.COC[C@H](C)N.OCCO.OCCO.OCCO.OCCO.CO.CO
HOMO energy ... -8.7 eV

Element x y z (Å)
C: 3.83238 3.02148 1.52276
O: 5.17798 3.09548 1.07034
H: 3.27711 3.82130 1.03805
H: 3.25490 2.11571 1.32087
H: 3.86855 3.12986 2.61161
H: 5.62573 2.29309 1.35442
C: 3.12673 -2.70874 1.77359
O: 4.01669 -3.72885 2.11318
H: 3.24964 -1.73490 2.26192
H: 3.02024 -2.50022 0.70152
H: 2.10933 -3.02717 2.01926
H: 4.91399 -3.48111 1.87884
C: -3.88363 -4.62160 1.72791
C: -3.54772 -3.15211 1.40644
C: -2.70385 -2.60465 2.58689
O: -1.51353 -3.32249 2.75987
C: -0.69923 -2.63590 3.71183
N: -2.71684 -3.11371 0.20217
H: -4.24138 -5.10949 0.81512
H: -4.69211 -4.70966 2.45072
H: -2.95963 -5.17149 1.90430
H: -4.47485 -2.59772 1.27196
H: -3.40388 -2.67234 3.43769
H: -2.58836 -1.51998 2.45979
H: -0.31022 -1.70453 3.29579
H: 0.14355 -3.31047 3.86811
H: -1.18365 -2.48869 4.67821
H: -1.77847 -3.44000 0.42321
H: -2.50173 -2.14308 -0.05352
C: -0.03571 6.35300 -2.40239
C: -0.15346 5.54238 -1.10745
C: 1.04766 4.66329 -0.80345
O: 1.37008 3.80189 -1.86586
C: 2.42024 2.90657 -1.53058
N: -0.47464 6.44373 0.02374
H: -0.04786 5.67913 -3.26824
H: 0.88207 6.93802 -2.49881
H: -0.87843 7.00858 -2.63236
H: -1.07446 4.95936 -1.22748
H: 0.83155 4.08569 0.10450
H: 1.92309 5.29584 -0.59948
H: 2.60510 2.32585 -2.42764
H: 2.15043 2.25781 -0.69245
H: 3.28986 3.47136 -1.18067
H: 0.33371 7.05541 0.12731
H: -1.22268 7.02116 -0.34017
C: -3.31055 2.38476 -2.03920
C: -2.85108 2.86558 -0.66226
C: -3.77382 2.29108 0.44112
O: -5.13205 2.57643 0.17338
C: -6.01230 1.90470 1.04110
N: -1.51139 2.34676 -0.39832
H: -2.60486 2.64899 -2.82847
H: -4.28369 2.81010 -2.28263
H: -3.44222 1.29971 -2.04371
H: -2.93510 3.95787 -0.66552
H: -3.56775 2.69213 1.43930
H: -3.64631 1.20202 0.38868
H: -7.03837 2.10055 0.74700
H: -5.86188 2.14286 2.09999
H: -5.81356 0.82738 0.96591
H: -1.09883 2.91372 0.34062
H: -0.95678 2.63950 -1.20622
C: -0.45284 -4.69161 -2.89568
C: -0.49483 -6.08789 -3.51744
O: -1.68058 -6.25107 -4.30388
O: 0.82295 -4.43623 -2.25720
H: -1.22935 -4.47772 -2.15967
H: -0.55660 -3.97871 -3.71335
H: -0.34855 -6.82864 -2.72332
H: 0.33716 -6.17463 -4.22100
H: -1.43131 -6.94583 -4.92000
H: 0.82482 -5.15889 -1.61475
C: 0.68920 -1.32805 -0.77145
C: -0.60596 -0.78193 -1.44461
O: -1.60498 -0.55125 -0.45452
O: 1.64772 -0.29946 -0.56676
H: 1.16141 -2.08283 -1.40499
H: 0.44698 -1.85486 0.15412
H: -1.04272 -1.48490 -2.15776
H: -0.39325 0.11362 -2.03224
H: -1.70318 0.42233 -0.36550
H: 1.62370 -0.09228 0.37889
C: 4.58177 -1.90534 -2.32046
C: 5.96450 -2.47109 -2.05500
O: 6.08397 -3.11960 -0.80933
O: 4.29352 -0.82494 -1.45371
H: 3.86468 -2.71015 -2.12166
H: 4.48898 -1.59484 -3.36605
H: 6.71301 -1.67046 -2.12768
H: 6.30198 -3.09976 -2.88085
H: 6.28754 -2.47969 -0.12572
H: 3.33315 -0.70773 -1.37998
C: -0.68670 1.27274 3.02479
C: 0.66262 1.67893 2.44482
O: 1.51531 0.56104 2.24891
O: -0.58904 0.98418 4.40949
H: -1.00696 0.36456 2.50359
H: -1.39253 2.08337 2.81145
H: 1.14946 2.39661 3.11266
H: 0.43626 2.14776 1.48941
H: 1.74813 0.29063 3.14625
H: -1.30323 0.38346 4.63805


Here is one molecule with the formula C3H6N2O from OMol25. Energies are from ωB97M-V with the def2-TZVPD basis set.

Results
Structure (SMILES) ... [H]/N=C(/C=O)NC
HOMO energy ... -9.3 eV

Element x y z (Å)
C: 1.55427 0.28586 -0.12534
N: 0.49286 -0.57929 0.35675
C: -0.83659 -0.40438 0.12157
N: -1.80874 -1.18293 0.41419
C: -1.27206 0.91492 -0.47993
O: -0.86974 1.98768 -0.09406
H: 1.92421 -0.00423 -1.12058
H: 2.38839 0.25715 0.58152
H: 1.18641 1.31142 -0.17003
H: 0.74747 -1.38674 0.90435
H: -1.47815 -2.02676 0.88933
H: -2.02833 0.82728 -1.27776


Here is one molecule with the formula C22H27N3O5S from OMol25. Energies are from ωB97M-V with the def2-TZVPD basis set.

Results
Structure (SMILES) ... CCOC(=O)N1CCN(C(=O)c2ccc(N(Cc3ccccc3)S(C)(=O)=O)cc2)CC1
HOMO energy ... -8.8 eV

Element x y z (Å)
C: 8.15224 1.48727 -0.41184
C: 7.07972 1.38772 -1.48690
H: 6.64224 2.37354 -1.67428
H: 7.48622 0.97754 -2.41376
O: 6.04101 0.48310 -1.11289
C: 5.09292 0.98467 -0.29121
O: 5.03734 2.13498 0.07494
N: 4.20618 0.03024 0.07687
C: 3.03595 0.39807 0.84523
H: 2.93772 1.48487 0.80124
H: 3.16275 0.10506 1.89433
C: 1.80475 -0.28552 0.25900
N: 1.96914 -1.72278 0.34175
C: 0.96022 -2.61333 0.49396
O: 1.17022 -3.80085 0.66383
C: -0.42873 -2.06329 0.43275
C: -0.92398 -1.45623 -0.71475
C: -2.23553 -1.02291 -0.77552
C: -3.08316 -1.18984 0.31740
C: -2.58903 -1.81612 1.46336
C: -1.28128 -2.25251 1.51508
H: -0.91050 -2.75182 2.39759
H: -3.23987 -1.97459 2.30943
N: -4.42801 -0.79761 0.27809
S: -5.22475 -0.68070 -1.19838
O: -4.56972 0.18458 -2.13612
O: -6.59540 -0.40371 -0.89557
C: -5.10005 -2.38883 -1.77775
H: -4.05660 -2.66670 -1.84181
H: -5.62944 -3.00672 -1.06536
H: -5.57033 -2.43763 -2.75187
C: -4.91224 0.13559 1.29250
C: -4.41485 1.51998 0.97427
C: -3.13981 1.91171 1.36274
C: -2.64432 3.14856 0.98982
C: -3.41887 4.00168 0.22249
C: -4.68888 3.61460 -0.17078
C: -5.18497 2.37737 0.20000
H: -6.16782 2.06472 -0.11809
H: -5.29315 4.27627 -0.77298
H: -3.03099 4.96607 -0.07065
H: -1.65196 3.44563 1.29673
H: -2.53270 1.24306 1.95789
H: -4.56713 -0.19583 2.27327
H: -6.00085 0.09200 1.25150
H: -2.60417 -0.53156 -1.66066
H: -0.28437 -1.32772 -1.57521
C: 3.33536 -2.21424 0.37035
H: 3.69981 -2.26066 1.40389
C: 4.24155 -1.31734 -0.45809
H: 3.91657 -1.31948 -1.50664
H: 5.26840 -1.68819 -0.42376
H: 3.32831 -3.23201 -0.02699
H: 0.91010 0.01550 0.80886
H: 1.68719 0.03001 -0.78570
H: 7.72492 1.90705 0.49538
H: 8.55860 0.50297 -0.19106
H: 8.95397 2.13425 -0.75589


Here is one molecule with the formula C4H5NO from OMol25. Energies are from ωB97M-V with the def2-TZVPD basis set.

Results
Structure (SMILES) ... Oc1ccc[nH]1
HOMO energy (spin up / spin down) ... -8.0 / -8.0 eV

Element x y z (Å)
O: 2.02925 0.18954 -0.35061
C: 0.92957 0.41510 0.52253
C: 0.36832 -0.83492 0.75310
C: -0.89343 -0.87802 0.16670
C: -1.17171 0.41605 -0.26167
N: -0.09703 1.20656 -0.03177
H: 1.53407 -0.13916 -1.13183
H: 0.98943 -1.64029 1.12105
H: -1.48377 -1.76054 -0.02304
H: -2.07850 0.80830 -0.69836
H: -0.12619 2.21737 -0.06611


Here is a 2-piece molecular cluster, C4H10O overall from OMol25. Energies are from ωB97M-V with the def2-TZVPD basis set.

Results
Multiplicity ... 2
HOMO energy (spin up / spin down) ... -14.5 / -13.2 eV
Net charge ... +1

Element x y z (Å)
C: 2.11852 -0.60334 -0.97478
C: 2.98724 -1.63666 -1.00785
H: 1.04952 -0.69038 -0.80743
H: 2.42653 0.39895 -1.26165
H: 2.72173 -2.68527 -1.06810
H: 4.07087 -1.54504 -0.99032
C: -1.58491 0.89713 0.10439
O: -2.00134 1.76119 1.07620
C: -1.17012 -0.48851 0.60662
H: -0.78366 1.35277 -0.49399
H: -2.34739 0.71040 -0.67815
H: -2.11191 1.37952 1.95967
H: -0.17941 -0.44342 1.07733
H: -1.00237 -1.12931 -0.26364
H: -1.86165 -0.95305 1.29918


Here is C22H23IrN6O6S as an isolated structure from OMol25. Energies are from ωB97M-V with the def2-TZVPD basis set.

Results
Multiplicity ... 2
HOMO energy (spin up / spin down) ... -17.1 / -17.1 eV
Net charge ... +3

Element x y z (Å)
Ir: -0.04919 -1.32777 0.39020
O: -2.17622 2.60282 4.17629
C: -3.01649 1.59516 4.00860
O: -4.11429 1.55991 4.47675
C: -2.55731 0.41509 3.18873
C: -3.36476 -0.69974 2.99586
N: -2.70195 -1.55344 2.20153
N: -1.49658 -1.07043 1.87992
C: -1.40088 0.12087 2.46573
C: -0.15682 0.87057 2.17760
O: 0.11810 1.93734 2.64712
O: 0.66778 0.24133 1.31981
H: -1.31513 2.48169 3.73413
H: -4.34801 -0.90863 3.38884
H: -3.00258 -2.46632 1.89412
N: 2.47361 -6.52009 0.22922
C: 2.65721 -6.02022 1.41259
O: 3.33413 -6.74878 2.24847
C: 2.20431 -4.71042 1.91553
C: 2.54588 -4.34144 3.22141
C: 2.15608 -3.09503 3.66813
C: 1.44124 -2.26955 2.82469
N: 1.08672 -2.62710 1.57010
C: 1.47515 -3.82701 1.12464
H: 2.82132 -7.44515 -0.00151
H: 2.02760 -6.00193 -0.51041
H: 3.11274 -5.00428 3.86433
H: 2.40879 -2.75223 4.66195
H: 1.14683 -1.28013 3.13879
H: 1.19184 -4.06279 0.10642
C: 2.16378 3.46654 -2.24306
C: 2.99064 2.82122 -3.34652
C: 2.35093 1.57025 -3.93051
N: 2.27941 0.45053 -2.95899
C: 1.29870 0.11509 -2.16427
S: 1.45072 -1.39577 -1.32548
N: 0.25219 0.98819 -2.04478
C: -0.98548 0.84104 -1.46173
O: -1.25312 -0.09226 -0.67099
C: -1.98974 1.83649 -1.77560
C: -1.92284 2.62849 -2.93369
C: -2.89547 3.57556 -3.17536
C: -3.93732 3.74490 -2.26756
C: -4.01851 2.95863 -1.12306
C: -3.05540 2.00152 -0.87874
H: 2.63905 4.38012 -1.89133
H: 2.05761 2.81673 -1.36953
H: 1.17010 3.75430 -2.60476
H: 3.99443 2.58292 -2.98909
H: 3.12096 3.51712 -4.17722
H: 2.92191 1.18776 -4.77534
H: 1.34260 1.76629 -4.29959
H: 3.09451 -0.14940 -2.92326
H: 0.40218 1.89939 -2.46334
H: -1.15180 2.47976 -3.68119
H: -2.85634 4.17642 -4.07305
H: -4.69534 4.49290 -2.45884
H: -4.83241 3.10083 -0.42591
H: -3.10507 1.39215 0.01321


Here is one molecule with the formula C24H28N6O3 from OMol25. Energies are from ωB97M-V with the def2-TZVPD basis set.

Results
Structure (SMILES) ... CC(C)OCCCn1c(=O)c2ccccc2n2c(CCC(=O)NCc3ccccn3)nnc12
HOMO energy ... -8.9 eV

Element x y z (Å)
C: -5.66870 -0.65456 1.16166
H: -6.65398 -1.11236 1.16638
H: -5.31554 -0.56355 2.18625
H: -4.99112 -1.30344 0.61165
C: -5.74657 0.73195 0.51699
C: -6.78758 1.60031 1.21609
H: -6.81026 2.58628 0.76092
H: -6.52524 1.71118 2.26448
H: -7.77129 1.14655 1.13739
H: -6.02066 0.61328 -0.54658
O: -4.51905 1.43637 0.59556
C: -3.48419 0.93494 -0.21408
C: -2.38858 1.99569 -0.29792
C: -1.26018 1.58476 -1.23929
N: -0.58253 0.38742 -0.76878
C: 0.36075 0.53770 0.19521
N: 0.77563 1.66065 0.70311
N: 1.75875 1.35570 1.56888
C: 1.94039 0.06945 1.59863
N: 1.04498 -0.53584 0.73281
C: 0.74720 -1.83417 0.34504
C: 1.29407 -2.96520 0.94494
C: 0.96920 -4.22234 0.47219
C: 0.09126 -4.37703 -0.59175
C: -0.48520 -3.26334 -1.16366
C: -0.17432 -1.98513 -0.70240
C: -0.86880 -0.84027 -1.32123
O: -1.65616 -0.95465 -2.23917
H: -1.19304 -3.34323 -1.97464
H: -0.14907 -5.36285 -0.95760
H: 1.40501 -5.09013 0.94329
H: 1.95832 -2.87164 1.78607
C: 3.00006 -0.58957 2.40751
H: 3.43207 -1.42092 1.84511
C: 4.13038 0.39725 2.74168
H: 3.72083 1.30414 3.18051
C: 4.86988 0.68953 1.44159
O: 5.76263 -0.02707 1.03183
N: 4.41351 1.77265 0.77988
H: 3.55961 2.20152 1.12065
C: 4.71142 1.97611 -0.62447
C: 3.67273 1.28585 -1.47603
N: 2.83475 2.05920 -2.14940
C: 1.88832 1.48897 -2.87423
C: 1.71420 0.11655 -2.96135
C: 2.58739 -0.69622 -2.25268
C: 3.58545 -0.10517 -1.49801
H: 4.29520 -0.69794 -0.94173
H: 2.49343 -1.77314 -2.29406
H: 0.92497 -0.30378 -3.56509
H: 1.24065 2.16993 -3.41098
H: 5.69951 1.54773 -0.81270
H: 4.71029 3.04402 -0.84534
H: 4.82091 -0.07873 3.43766
H: 2.56554 -0.98095 3.33309
H: -1.65355 1.34998 -2.23071
H: -0.51630 2.38115 -1.29749
H: -2.83013 2.92350 -0.66096
H: -1.98697 2.18243 0.69844
H: -3.86361 0.70688 -1.22223
H: -3.07667 0.00361 0.20910


Here is one molecule with the formula C13H14N2O5 from OMol25. Energies are from ωB97M-V with the def2-TZVPD basis set.

Results
Structure (SMILES) ... CC1=C(O)C(=O)c2c(CO)c3n(c2C1=O)C[C@H](N)[C@@H]3O
HOMO energy ... -8.8 eV

Element x y z (Å)
O: 3.11446 -1.40609 1.96636
O: 0.50629 3.23577 2.05739
O: 4.07048 0.53717 3.71440
O: 0.02888 -2.92472 -0.71541
O: -1.86383 -1.28186 -1.62263
C: 2.58134 -0.29716 1.91626
C: 1.19242 2.20638 2.00237
C: 3.02203 0.79172 2.85045
C: 1.51960 -0.01016 0.96363
C: 0.79920 1.16684 1.06436
C: 2.37388 2.00767 2.82185
C: 0.91144 -0.78016 -0.11843
C: -0.06588 0.03999 -0.64858
N: -0.14113 1.18202 0.04302
N: -3.25311 1.06342 -1.42084
C: 2.88399 3.12478 3.71344
C: 1.24641 -2.18890 -0.56057
C: -1.05615 -0.05688 -1.76943
C: -1.22544 2.07306 -0.42230
C: -1.82252 1.30739 -1.62099
H: 4.36118 -0.34178 3.51948
H: -0.36435 -3.05754 0.16988
H: -1.24221 -2.01797 -1.44564
H: -3.34996 0.12007 -1.01716
H: -3.71869 1.09252 -2.30806
H: 3.89692 2.87807 4.08575
H: 2.21798 3.34520 4.55553
H: 2.93040 4.04172 3.11998
H: 1.76351 -2.17693 -1.50344
H: 1.86142 -2.75258 0.16600
H: -0.58546 -0.06742 -2.75433
H: -0.96271 3.11989 -0.62118
H: -1.97132 2.14791 0.35860
H: -1.66709 1.87058 -2.54775


Computed electronic energy, in the same sequence as the records: -189212.5926 -54951.1560 -8235.0624 -48795.9279 -7764.0174 -6345.7834 -58060.8647 -40427.2817 -26925.1742 eV.